# 1
Below is 8 unconnected molecules or ions with the total composition H16O8 in a non-equilibrium geometry, with properties calculated with wB97M-V/def2-TZVPD.

```
24
Properties=species:S:1:pos:R:3:forces:R:3
O -1.302 -1.764 2.486 -1.181 1.492 3.557
H -2.084 -1.186 2.805 1.956 -1.620 -1.690
H -1.249 -1.965 1.582 -0.832 0.197 -1.850
O 0.535 1.238 2.822 3.800 0.966 -0.152
H -0.136 0.645 2.600 -1.412 -1.608 -0.816
H 1.376 0.962 2.299 -2.390 0.800 1.018
O -3.127 -0.264 -0.166 4.125 -0.472 -3.093
H -3.533 0.033 -0.969 -0.517 0.260 -0.465
H -3.705 -0.257 0.506 -3.469 0.204 3.534
O 0.309 3.409 -0.721 1.643 3.515 -0.913
H 0.423 2.521 -0.493 0.094 -2.401 0.731
H 1.221 3.831 -0.756 -1.864 -0.904 0.167
O 2.755 0.901 0.821 -1.544 4.738 -3.239
H 2.390 1.190 -0.153 1.392 -1.845 3.839
H 2.902 0.008 0.937 0.273 -3.006 -0.513
O -0.147 -1.390 -3.427 0.244 0.297 1.949
H 0.142 -1.727 -4.277 0.723 -0.118 0.474
H 0.500 -1.423 -2.637 -1.009 -0.110 -2.508
O -0.210 0.766 -0.126 3.184 -2.126 -0.646
H -1.092 0.472 -0.152 -2.193 -0.308 -0.052
H 0.310 -0.087 -0.382 -1.158 2.501 0.695
O 1.225 -1.560 -0.880 -1.024 -1.450 0.228
H 0.522 -2.220 -0.636 0.815 0.895 -0.255
H 1.973 -2.131 -1.081 0.344 0.104 -0.001
```
Positions in Å, forces in eV/Å.

Summary:
gap between HOMO and LUMO	9.632	eV
SMILES string	O.O.O.O.O.O.O.O
LUMO level	-0.4	eV
relative energy (zero: lowest compared OMol25 entry of this formula, charge and spin)	86.6	kcal/mol
E_tot	-611.4446	hartree

Results of the Löwdin charge analysis, in e, for atoms 1 through 5:
1. O -0.063
2. H 0.100
3. H -0.020
4. O -0.082
5. H -0.052


# 2
Below is 8 unconnected molecules or ions with the total composition H16O8, with properties calculated with wB97M-V/def2-TZVPD.

```
24
Properties=species:S:1:pos:R:3:forces:R:3
O 3.380 0.263 -0.626 -0.294 -0.039 0.236
H 3.668 -0.651 -0.720 -0.068 0.045 0.001
H 2.426 0.201 -0.423 0.507 -0.079 -0.306
O -1.438 -1.699 -2.690 -0.218 0.201 0.175
H -1.355 -0.735 -2.649 0.256 -0.007 -0.252
H -1.735 -1.879 -3.588 0.073 0.027 0.054
O -0.126 1.320 -2.713 -0.403 -0.201 -0.008
H 0.495 0.969 -2.058 -0.070 0.294 -0.062
H -0.728 1.894 -2.202 0.446 -0.251 0.084
O 0.617 0.063 -0.115 -0.217 -0.106 0.253
H 0.589 0.175 0.844 -0.101 0.073 0.078
H -0.260 -0.269 -0.347 0.123 -0.067 0.026
O -2.583 0.117 0.691 -0.284 -0.020 -0.003
H -3.242 -0.278 0.103 0.167 -0.017 0.102
H -3.070 0.363 1.489 0.099 -0.082 -0.098
O 0.519 -0.167 3.129 0.061 -0.151 -0.054
H 1.351 -0.438 3.537 -0.107 0.087 0.035
H -0.160 -0.640 3.624 0.058 0.051 -0.070
O -1.604 2.476 -0.542 -0.429 -0.198 0.148
H -1.978 1.698 -0.072 0.250 0.431 -0.295
H -2.360 3.036 -0.753 0.107 -0.037 0.080
O 2.686 -2.293 1.962 -0.111 0.094 0.215
H 3.151 -1.486 2.210 0.016 -0.064 -0.206
H 1.756 -2.040 1.909 0.138 0.016 -0.132
```
Positions in Å, forces in eV/Å.

Summary:
gap between HOMO and LUMO	10.374	eV
SMILES string	O.O.O.O.O.O.O.O
LUMO level	-0.2	eV
relative energy (zero: lowest compared OMol25 entry of this formula, charge and spin)	42.8	kcal/mol
E_tot	-611.5144	hartree

Results of the Löwdin charge analysis, in e, for atoms 1 through 5:
1. O -0.077
2. H 0.030
3. H -0.017
4. O -0.070
5. H 0.003


# 3
Below is 8 unconnected molecules or ions with the total composition H16O8 in a non-equilibrium geometry, with properties calculated with wB97M-V/def2-TZVPD.

```
24
Properties=species:S:1:pos:R:3:forces:R:3
O 0.428 0.980 -2.340 -2.057 3.935 -1.815
H 0.077 1.894 -2.756 2.537 -2.382 0.589
H -0.459 0.962 -1.960 -0.402 -1.807 1.094
O 2.741 -1.713 0.444 0.160 -2.835 3.188
H 2.590 -0.896 0.062 -0.327 2.616 -1.420
H 2.514 -1.527 1.397 0.467 -0.633 -1.376
O 2.182 0.701 -0.278 -3.897 -1.140 -2.719
H 3.027 0.913 -0.525 3.720 1.112 -0.554
H 1.760 0.573 -1.238 0.145 0.848 2.556
O -3.494 -1.634 -0.025 0.451 0.304 0.042
H -4.279 -2.136 -0.024 -2.090 -0.656 -1.082
H -3.207 -1.984 0.800 1.519 0.106 1.377
O -1.308 1.497 1.536 3.436 -3.555 3.551
H -1.136 0.455 1.401 -0.804 3.106 -0.351
H -0.586 1.454 2.367 -2.695 1.092 -3.108
O 1.856 1.856 2.125 0.222 -0.781 -0.557
H 1.902 1.340 1.291 -0.828 0.815 0.120
H 2.681 1.534 2.482 0.443 0.246 0.913
O -0.289 -0.808 0.664 1.872 -0.616 2.706
H 0.649 -0.620 0.488 -0.391 -0.150 0.330
H -0.659 -0.773 -0.165 -1.568 0.093 -3.248
O -2.072 -0.367 -1.858 -0.110 -0.421 -0.501
H -2.501 -0.690 -2.663 0.384 0.394 -0.129
H -2.427 -1.016 -1.230 -0.189 0.311 0.395
```
Positions in Å, forces in eV/Å.

Summary:
gap between HOMO and LUMO	10.030	eV
SMILES string	O.O.O.O.O.O.O.O
LUMO level	0.2	eV
relative energy (zero: lowest compared OMol25 entry of this formula, charge and spin)	89.5	kcal/mol
E_tot	-611.4400	hartree

Results of the Löwdin charge analysis, in e, for atoms 1 through 5:
1. O -0.101
2. H 0.151
3. H 0.006
4. O -0.050
5. H -0.096


# 4
Below is 8 unconnected molecules or ions with the total composition H16O8 in a non-equilibrium geometry, with properties calculated with wB97M-V/def2-TZVPD.

```
24
Properties=species:S:1:pos:R:3:forces:R:3
O 13.044 14.580 -9.270 2.080 -1.398 0.417
H 12.427 15.203 -9.008 -1.861 1.935 0.775
H 12.762 14.277 -10.121 -0.099 -0.611 -1.021
O 9.740 11.748 -11.272 0.652 -0.302 -1.540
H 9.695 10.883 -10.894 -0.072 -0.904 0.220
H 9.504 12.330 -10.565 -0.706 0.772 1.056
O 12.248 13.178 -11.682 2.446 0.590 -1.035
H 11.827 14.021 -11.747 -0.769 0.804 -0.204
H 11.683 12.639 -11.187 -1.665 -1.420 0.877
O 10.334 15.142 -11.039 0.242 0.911 1.205
H 9.615 15.155 -11.644 -0.832 -0.262 -1.249
H 10.134 15.994 -10.590 0.953 -0.295 0.172
O 10.488 17.461 -9.449 -1.315 0.274 -0.228
H 11.027 17.651 -8.694 0.768 0.060 0.597
H 9.624 17.832 -9.185 0.346 -0.234 -0.372
O 9.079 13.417 -9.316 -1.401 -1.879 1.638
H 9.492 14.084 -9.797 1.235 2.383 -1.722
H 9.769 13.155 -8.712 0.222 -0.257 0.639
O 8.148 15.660 -12.648 -0.974 0.494 -1.705
H 8.306 14.832 -13.113 0.041 -0.416 0.064
H 7.642 16.160 -13.345 0.706 -0.478 1.119
O 7.074 17.586 -11.043 0.013 -1.615 0.275
H 7.639 17.856 -11.752 0.565 1.038 -0.613
H 7.223 16.616 -11.165 -0.576 0.810 0.635
```
Positions in Å, forces in eV/Å.

Summary:
gap between HOMO and LUMO	10.728	eV
SMILES string	O.O.O.O.O.O.O.O
LUMO level	-0.1	eV
relative energy (zero: lowest compared OMol25 entry of this formula, charge and spin)	52.5	kcal/mol
E_tot	-611.4989	hartree

Results of the Löwdin charge analysis, in e, for atoms 1 through 5:
1. O -0.013
2. H -0.029
3. H -0.026
4. O -0.040
5. H 0.036


# 5
Below is 8 unconnected molecules or ions with the total composition H16O8 in a non-equilibrium geometry, with properties calculated with wB97M-V/def2-TZVPD.

```
24
Properties=species:S:1:pos:R:3:forces:R:3
O 2.142 2.963 0.916 1.799 0.039 -0.228
H 2.832 2.407 0.515 0.029 0.651 0.375
H 1.380 2.454 0.731 -1.831 -0.572 -0.114
O -1.400 -2.228 -1.064 -2.633 2.213 -0.285
H -2.347 -2.432 -1.246 1.026 0.394 0.031
H -1.015 -3.056 -1.024 1.573 -2.600 0.265
O -0.875 0.752 -2.004 -1.461 -0.409 -0.984
H -0.030 0.400 -1.821 1.499 -1.049 0.256
H -0.828 1.600 -1.612 -0.212 1.584 0.624
O -0.047 0.006 1.243 0.920 -0.332 -0.492
H -0.924 -0.380 1.078 0.602 0.255 -0.388
H 0.578 -0.126 0.456 -1.885 0.307 1.223
O -3.192 0.158 -0.396 -0.396 0.173 0.129
H -2.528 0.215 -1.091 0.421 0.041 -0.196
H -3.107 -0.730 -0.057 0.016 -0.266 0.169
O 1.646 -0.062 -0.784 -0.956 -0.916 -0.485
H 1.900 -0.955 -0.527 0.091 -0.485 -0.494
H 2.370 0.486 -0.581 1.463 1.078 0.258
O 1.289 -2.847 -0.075 -1.190 2.796 -0.465
H 1.674 -3.669 -0.044 1.457 -3.259 -0.230
H 1.581 -2.458 0.741 -0.192 0.396 0.972
O -0.718 2.571 2.149 -1.947 -1.698 -1.551
H -0.218 1.773 1.928 -0.184 -0.260 0.149
H -0.163 3.157 2.570 1.992 1.920 1.463
```
Positions in Å, forces in eV/Å.

Summary:
gap between HOMO and LUMO	10.365	eV
SMILES string	O.O.O.O.O.O.O.O
LUMO level	-0.3	eV
relative energy (zero: lowest compared OMol25 entry of this formula, charge and spin)	60.5	kcal/mol
E_tot	-611.4863	hartree

Results of the Löwdin charge analysis, in e, for atoms 1 through 5:
1. O -0.025
2. H 0.037
3. H -0.023
4. O -0.033
5. H 0.071


# 6
Below is 8 unconnected molecules or ions with the total composition H16O8 in a non-equilibrium geometry, with properties calculated with wB97M-V/def2-TZVPD.

```
24
Properties=species:S:1:pos:R:3:forces:R:3
O 0.536 -0.019 -2.681 -0.533 0.967 -0.386
H 0.564 -0.014 -1.716 -0.141 0.125 0.008
H 0.075 0.849 -2.856 0.645 -1.238 0.037
O 3.046 -1.899 1.927 0.254 -0.237 0.493
H 3.415 -2.266 2.742 0.328 0.011 -0.387
H 2.162 -1.649 2.235 -0.173 0.288 -0.203
O 0.539 -1.424 2.940 0.225 1.196 0.131
H 0.591 -2.255 3.378 -0.109 -1.086 0.676
H 0.060 -1.599 2.140 -0.480 -0.165 -0.881
O -3.108 -0.329 -0.629 -0.824 0.009 0.290
H -2.534 0.357 -0.295 0.045 0.284 -0.185
H -2.521 -0.984 -0.973 0.567 -0.744 -0.493
O -2.011 1.811 0.495 -0.063 -0.998 0.955
H -2.139 1.607 1.435 -0.169 0.091 -0.252
H -1.856 2.732 0.458 0.072 1.616 -0.058
O 1.295 -1.993 -0.321 1.252 0.032 -0.190
H 1.552 -1.680 -1.200 -0.686 0.005 -0.268
H 2.196 -2.155 0.019 -0.538 -0.188 0.524
O 0.408 0.800 -0.094 0.212 0.116 -1.977
H -0.285 1.185 0.392 -1.436 0.662 0.901
H 1.062 0.511 0.493 1.533 -0.776 1.326
O -0.996 2.458 -2.765 -0.064 -0.270 -0.196
H -1.082 3.259 -3.286 0.027 0.123 0.134
H -0.969 2.695 -1.837 0.056 0.174 0.001
```
Positions in Å, forces in eV/Å.

Summary:
gap between HOMO and LUMO	9.891	eV
SMILES string	O.O.O.O.O.O.O.O
LUMO level	-0.2	eV
relative energy (zero: lowest compared OMol25 entry of this formula, charge and spin)	53.9	kcal/mol
E_tot	-611.4966	hartree

Results of the Löwdin charge analysis, in e, for atoms 1 through 5:
1. O -0.103
2. H -0.042
3. H 0.014
4. O -0.074
5. H 0.047


# 7
Below is 8 unconnected molecules or ions with the total composition H16O8 in a non-equilibrium geometry, with properties calculated with wB97M-V/def2-TZVPD.

```
24
Properties=species:S:1:pos:R:3:forces:R:3
O -0.649 0.507 -0.317 0.088 0.121 -0.517
H -1.416 0.943 -0.706 -0.046 -0.374 0.210
H -0.114 1.233 0.022 -0.233 -0.235 0.108
O 1.178 -2.598 0.461 -0.133 -0.403 0.127
H 0.823 -3.476 0.281 0.066 0.037 -0.022
H 0.746 -2.335 1.281 0.015 0.192 -0.120
O 3.740 -1.267 -0.452 1.015 -0.496 -0.178
H 4.630 -1.636 -0.466 -0.083 -0.011 -0.158
H 3.407 -1.491 0.425 -0.287 0.103 -0.170
O -2.515 -1.858 -2.264 0.056 0.094 -0.035
H -1.787 -2.234 -2.771 -0.045 0.049 0.060
H -2.090 -1.214 -1.686 0.093 -0.158 0.045
O 1.930 0.036 0.428 -0.323 1.131 0.568
H 1.497 0.850 0.709 0.272 -0.261 0.273
H 1.713 -0.035 -0.508 -0.123 -0.617 0.062
O 1.002 0.794 -2.358 0.410 0.333 -0.404
H 0.260 1.346 -2.089 0.136 -0.327 -0.096
H 1.744 1.130 -1.842 0.183 0.140 -0.353
O -1.948 1.672 3.469 0.054 0.310 0.495
H -1.392 2.459 3.502 -0.058 -0.123 0.116
H -2.476 1.791 2.672 0.412 -0.197 0.028
O -2.541 1.488 0.856 -1.044 0.522 -0.040
H -2.259 2.261 0.354 -0.167 0.190 0.200
H -3.483 1.633 0.999 -0.257 -0.021 -0.197
```
Positions in Å, forces in eV/Å.

Summary:
gap between HOMO and LUMO	9.967	eV
SMILES string	O.O.O.O.O.O.O.O
LUMO level	-0.4	eV
relative energy (zero: lowest compared OMol25 entry of this formula, charge and spin)	91.6	kcal/mol
E_tot	-611.4366	hartree

Results of the Löwdin charge analysis, in e, for atoms 1 through 5:
1. O -0.065
2. H 0.030
3. H 0.032
4. O -0.055
5. H 0.041


# 8
Below is 9 unconnected molecules or ions with the total composition H17O9 in a non-equilibrium geometry, with properties calculated with wB97M-V/def2-TZVPD.

```
26
Properties=species:S:1:pos:R:3:forces:R:3
O 9.466 -14.115 0.144 0.249 -0.205 0.452
H 10.413 -14.169 0.143 0.501 0.359 -0.287
O 12.355 -14.192 -2.052 -0.076 0.233 0.900
H 13.226 -14.360 -2.423 -0.054 -0.067 0.301
H 12.407 -14.265 -1.051 0.084 -0.129 -1.599
O 7.978 -11.988 0.319 -1.560 1.951 2.689
H 8.597 -12.744 0.301 0.233 -0.212 0.332
H 7.672 -11.766 1.288 1.292 -1.093 -2.951
O 11.990 -11.175 0.588 0.714 0.655 0.817
H 11.426 -11.839 0.960 -0.748 -0.487 0.352
H 11.990 -11.385 -0.330 -0.053 -0.208 -1.221
O 6.975 -14.762 -0.099 1.335 -1.818 -2.416
H 7.964 -14.612 -0.063 -1.551 0.120 0.404
H 6.507 -14.390 0.599 -0.530 1.202 1.908
O 8.647 -14.566 2.752 -0.221 0.329 0.626
H 9.210 -15.320 2.891 0.183 -0.568 0.185
H 8.836 -14.355 1.825 0.146 0.206 -0.685
O 12.505 -14.449 0.646 0.701 -0.322 -0.791
H 11.826 -14.488 1.300 -0.660 -0.072 0.927
H 13.244 -13.951 0.986 0.110 0.358 0.359
O 8.953 -14.342 -2.544 0.433 -0.042 -0.836
H 9.218 -14.379 -1.613 -0.216 0.231 0.451
H 9.808 -14.202 -2.974 -0.191 -0.072 0.000
O 10.032 -16.746 -0.112 0.249 -0.514 0.160
H 9.778 -15.798 -0.023 -0.490 -0.353 -0.155
H 9.256 -17.239 -0.409 0.118 0.518 0.079
```
Positions in Å, forces in eV/Å.

Summary:
net charge	-1
gap between HOMO and LUMO	8.942	eV
LUMO level	2.7	eV
relative energy (zero: lowest compared OMol25 entry of this formula, charge and spin)	30.3	kcal/mol
E_tot	-687.4039	hartree

Results of the Löwdin charge analysis, in e, for atoms 1 through 5:
1. O -0.386
2. H -0.048
3. O -0.088
4. H 0.019
5. H 0.002


# 9
Below is a molecular structure, H18HeO9 in a non-equilibrium geometry, with properties calculated with wB97M-V/def2-TZVPD.

```
28
Properties=species:S:1:pos:R:3:forces:R:3
He 0.076 -0.511 0.245 0.173 -0.013 0.096
O 0.567 -0.874 -3.217 -0.021 0.015 0.371
H 1.075 -1.494 -3.740 0.281 -0.174 -0.165
H -0.315 -0.914 -3.586 -0.334 0.198 -0.221
O -2.400 -1.167 0.628 -0.607 -0.127 0.529
H -1.765 -1.670 0.118 0.283 -0.419 -0.462
H -1.985 -0.313 0.752 0.019 0.740 -0.236
O 0.476 3.463 -1.665 -0.296 0.228 0.025
H 0.292 3.788 -2.546 -0.114 0.226 -0.175
H 0.995 2.672 -1.804 0.297 -0.432 0.240
O 2.683 0.824 1.492 0.987 0.341 -0.464
H 2.239 0.754 0.647 -0.167 -0.069 -0.010
H 1.987 0.711 2.140 -0.296 -0.360 0.454
O -1.536 1.565 0.062 -0.168 -0.291 0.249
H -0.678 1.869 -0.233 0.399 0.307 -0.076
H -2.130 1.793 -0.653 -0.189 0.111 -0.108
O -1.686 -1.592 3.211 0.553 0.109 0.893
H -1.938 -1.581 2.288 -0.539 0.091 -0.949
H -1.828 -2.498 3.488 0.047 -0.141 0.204
O -0.798 -2.652 -1.022 -0.202 -0.316 -0.076
H -0.484 -2.113 -1.748 0.254 0.290 -0.215
H -0.037 -3.172 -0.762 0.191 -0.165 0.187
O 0.905 0.132 3.300 0.114 0.190 0.295
H 0.539 0.945 3.647 -0.163 0.203 0.229
H 0.141 -0.395 3.064 -0.552 -0.535 0.061
O 1.677 0.922 -1.049 -0.125 0.431 -0.346
H 1.350 0.383 -1.769 -0.284 -0.549 -0.350
H 2.580 1.125 -1.291 0.458 0.110 0.020
```
Positions in Å, forces in eV/Å.

Summary:
gap between HOMO and LUMO	9.424	eV
LUMO level	-0.4	eV
relative energy (zero: lowest compared OMol25 entry of this formula, charge and spin)	5.7	kcal/mol
E_tot	-690.8559	hartree

Results of the Löwdin charge analysis, in e, for atoms 1 through 5:
1. He 0.216
2. O -0.027
3. H 0.064
4. H 0.061
5. O -0.079